C11H17FN2 | wB97M-V/def2-TZVPD

Each atom is followed by the atoms it is bonded to, with distances in Å.
Element x y z (Å)
1 F 2.068 1.061 1.254  C9 1.291
2 N 2.199 -0.990 -0.363  C4 1.359, C13 1.480
3 N 0.124 0.955 0.073  C9 1.422, C10 1.473, C11 1.572, C14 1.470
4 C 3.549 -0.833 -0.361  N2 1.359, H16 1.075, H25 1.188, H26 1.122
5 C -3.426 0.000 -0.680  C8 1.369, C12 1.378, H28 1.024
6 C -1.438 -0.473 1.248  C7 1.388, C10 1.359, H20 1.187
7 C -2.755 -0.899 1.361  C6 1.388, C12 1.409, H22 1.145
8 C -2.118 0.339 -0.898  C5 1.369, C10 1.408, H27 1.157
9 C 1.119 0.290 0.841  F1 1.291, N3 1.422
10 C -1.140 0.200 0.105  N3 1.473, C6 1.359, C8 1.408
11 C 0.602 1.258 -1.394  N3 1.572, H17 1.069, H21 1.109, H30 1.042
12 C -3.821 -0.629 0.480  C5 1.378, C7 1.409, H29 1.009
13 C 1.595 -2.340 -0.289  N2 1.480, H15 1.077, H18 1.046, H19 1.200
14 C -0.071 2.241 0.759  N3 1.470, H23 1.108, H24 1.048, H31 1.053
15 H 2.363 -2.899 -0.797  C13 1.077
16 H 4.011 -1.785 -0.173  C4 1.075
17 H 1.321 2.046 -1.324  C11 1.069
18 H 0.686 -2.259 -0.800  C13 1.046
19 H 1.531 -2.768 0.830  C13 1.200
20 H -0.496 -0.667 1.942  C6 1.187
21 H 1.067 0.353 -1.834  C11 1.109
22 H -3.062 -1.186 2.425  C7 1.145
23 H -0.991 2.566 0.233  C14 1.108
24 H -0.431 1.908 1.685  C14 1.048
25 H 3.972 -0.286 -1.327  C4 1.188
26 H 3.844 -0.189 0.508  C4 1.122
27 H -1.907 1.000 -1.824  C8 1.157
28 H -4.166 0.188 -1.364  C5 1.024
29 H -4.757 -0.782 0.825  C12 1.009
30 H -0.240 1.714 -1.806  C11 1.042
31 H 0.770 2.868 0.665  C14 1.053

Results
charge: +2
calculated total energy: -637.7853 Ha
energy relative to the best compared isomer or geometry (same formula, charge and spin): 548.4 kJ/mol
HOMO-LUMO gap (spin up / spin down): 0.2103 / 0.2205 Ha
maximum force: 5.37 eV/A
2S+1: 1
E_HOMO (spin up / spin down): -16.64 / -16.64 eV